(1)
DFT (wB97M-V/def2-TZVPD) results for an isolated molecule of C6H12 at a distorted geometry.

Calculated values
- highest occupied orbital energy (eV) = -9.01
- spin multiplicity = 1
- structure (SMILES) = CC[C@H]1C[C@H]1C
- net charge = 0
- orbital gap (eV) = 10.236

Atoms and positions in Å:
C 1.632 0.921 -0.343
C 1.545 -0.387 0.430
C 0.336 -1.014 -0.219
C -0.897 -1.445 0.459
C -1.066 -0.101 -0.138
C -1.617 1.015 0.819
H 1.802 0.739 -1.411
H 0.576 1.209 -0.306
H 2.478 1.543 0.008
H 1.336 -0.181 1.489
H 2.471 -0.972 0.376
H 0.591 -1.492 -1.189
H -0.845 -1.447 1.539
H -1.457 -2.235 0.000
H -1.602 -0.036 -1.084
H -2.666 0.766 1.103
H -1.667 2.026 0.384
H -1.068 1.089 1.765

Cartesian forces (eV/Å) of the 6 atoms listed first:
C 1.0 -0.1 -0.1
C -0.5 0.1 0.0
C -0.9 0.9 -0.2
C -0.2 -0.7 0.2
C 0.0 -0.2 -0.1
C 0.4 -0.3 -0.2


(2)
DFT (wB97M-V/def2-TZVPD) results for a structure of composition C6H12AsNOPdS5 at a distorted geometry.

Calculated values
- highest occupied orbital energy (eV) = 0.43
- spin multiplicity = 1
- net charge = -2
- orbital gap (eV) = 3.851

Atoms and positions in Å:
Pd -0.264 -0.028 -0.675
S -1.319 2.107 -1.507
S 0.272 2.544 -2.707
S 1.039 0.807 -3.571
S 1.914 -0.326 -2.125
S -1.812 -3.963 -3.041
C -2.804 -3.318 -1.767
C -2.320 -2.123 -1.336
N -1.212 -1.687 -1.984
C -0.816 -2.507 -2.893
H -3.663 -3.869 -1.429
H -2.738 -1.514 -0.543
H 0.041 -2.391 -3.524
C 1.890 -0.045 2.716
As 0.487 0.609 1.452
C -0.507 1.923 2.545
C 1.827 1.993 0.599
O -0.495 -0.791 1.482
H 2.475 0.760 3.163
H 2.555 -0.679 2.126
H 1.425 -0.663 3.487
H 0.186 2.630 3.001
H -1.091 1.409 3.311
H -1.191 2.461 1.888
H 2.399 2.496 1.382
H 1.242 2.717 0.034
H 2.481 1.448 -0.083

Cartesian forces (eV/Å) of the 6 atoms listed first:
Pd 0.3 0.2 0.5
S -0.2 -0.5 0.3
S 0.6 0.2 -0.6
S -0.4 0.5 -0.5
S 0.1 -0.3 0.4
S 0.1 1.1 0.6


(3)
DFT (wB97M-V/def2-TZVPD) results for a structure of composition C6H12AuN3SSe at a distorted geometry.

Calculated values
- highest occupied orbital energy (eV) = -7.89
- spin multiplicity = 1
- net charge = 0
- orbital gap (eV) = 7.960

Atoms and positions in Å:
Au 0.998 -0.979 2.443
Se 0.075 -0.076 4.512
C 1.465 -0.815 5.392
N 2.346 -1.270 5.990
C -1.780 0.881 -0.128
N -1.049 -0.394 -0.254
C -1.598 -1.487 0.463
C 0.283 -0.344 -0.552
S 1.366 -1.506 0.207
N 0.684 0.449 -1.539
C 2.139 0.735 -1.650
C -0.105 0.923 -2.703
H -2.035 1.078 0.898
H -2.753 0.813 -0.592
H -1.223 1.782 -0.526
H -2.638 -1.308 0.379
H -1.381 -1.607 1.523
H -1.357 -2.456 0.015
H 2.577 0.667 -0.696
H 2.233 1.803 -1.972
H 2.592 0.062 -2.378
H -1.127 0.638 -2.553
H 0.390 0.385 -3.501
H -0.099 2.027 -2.778

Cartesian forces (eV/Å) of the 6 atoms listed first:
Au -0.6 0.4 -0.1
Se -0.4 0.2 -0.6
C 1.0 -0.5 1.1
N -0.3 0.1 -0.2
C 0.3 0.7 -0.5
N 1.7 1.8 -0.4


(4)
DFT (wB97M-V/def2-TZVPD) results for a structure of composition C6H12B3BrEuO5P at a distorted geometry.

Calculated values
- highest occupied orbital energy (alpha / beta) (eV) = -15.89 / -15.72
- spin multiplicity = 7
- net charge = +2
- orbital gap (alpha / beta) (eV) = 6.739 / 6.700

Atoms and positions in Å:
C 2.816 -0.289 1.600
P 3.137 0.466 -0.166
C 2.401 2.261 0.001
B 1.860 -0.449 -1.282
O 0.721 0.340 -1.854
B -0.468 -0.252 -1.149
C -1.294 0.725 -0.116
C -2.662 0.074 0.511
C -4.060 0.632 -0.138
Br -4.209 2.626 -0.246
O -0.747 -1.674 -1.433
B 0.538 -2.372 -1.107
C 0.408 -3.704 -0.121
O -0.354 -4.758 -0.436
O 1.133 -3.767 1.172
O 1.878 -1.895 -1.602
H 3.213 -1.390 1.610
H 1.630 -0.349 1.684
H 3.270 0.410 2.422
H 3.131 2.965 0.604
H 1.423 2.155 0.672
H 2.094 2.683 -1.051
H -0.568 0.925 0.810
H -1.429 1.759 -0.645
H -2.634 -1.096 0.285
H -2.617 0.170 1.696
H -4.931 0.275 0.596
H -4.250 0.063 -1.148
Eu 0.569 3.466 -1.169

Cartesian forces (eV/Å) of the 6 atoms listed first:
C -1.6 -0.1 -0.2
P 0.9 0.0 0.7
C -0.3 -0.2 1.4
B -1.5 -1.4 -1.9
O -0.1 -1.4 2.8
B -0.1 -0.9 -1.5


(5)
DFT (wB97M-V/def2-TZVPD) results for an isolated molecule of C6H12BNO3 at a distorted geometry.

Calculated values
- highest occupied orbital energy (alpha / beta) (eV) = -5.58 / -9.44
- spin multiplicity = 3
- net charge = 0
- orbital gap (alpha / beta) (eV) = 6.241 / 7.293

Atoms and positions in Å:
B 2.852 -0.152 0.499
C -1.374 -0.423 0.141
C -0.181 -1.046 0.593
C -0.201 -1.724 1.936
C -2.415 1.790 -0.604
C 2.237 1.971 -0.630
C -1.224 0.906 -0.152
N 0.779 -0.821 -0.206
O 2.100 -1.254 0.056
O 3.925 -0.421 1.283
O 2.453 1.139 0.472
H -2.291 -0.930 0.268
H 0.442 -2.616 2.009
H 0.168 -0.936 2.564
H -1.185 -2.048 2.166
H -3.422 1.427 -0.350
H -2.534 1.800 -1.684
H -2.221 2.892 -0.401
H 1.449 2.712 -0.330
H 2.043 1.494 -1.590
H 3.289 2.595 -0.694
H -0.240 1.368 -0.056
H 4.000 -1.330 1.440

Cartesian forces (eV/Å) of the 6 atoms listed first:
B -0.6 -0.3 0.7
C 0.9 -4.8 1.5
C -1.2 -2.0 0.9
C 1.4 -0.8 -1.3
C 1.4 0.3 0.1
C 2.5 2.8 0.5


(6)
DFT (wB97M-V/def2-TZVPD) results for an isolated molecule of C6H12BNO5P2 at a distorted geometry.

Calculated values
- highest occupied orbital energy (eV) = -8.94
- spin multiplicity = 1
- structure (SMILES) = N[PH](B(O)O)(c1ccccc1)P(=O)(O)O
- net charge = 0
- orbital gap (eV) = 8.981

Atoms and positions in Å:
N -1.731 2.085 -0.099
P -0.567 1.148 0.878
B 0.693 2.590 0.632
O 0.927 3.025 -0.711
O 1.375 3.278 1.648
C -0.499 -0.255 -0.407
C -1.058 -1.602 -0.144
C -0.973 -2.698 -1.122
C -0.358 -2.495 -2.444
C 0.160 -1.164 -2.734
C 0.111 -0.078 -1.737
P 0.773 -0.011 2.221
O 1.325 0.755 3.375
O -0.194 -1.247 2.893
O 1.949 -0.811 1.310
H -2.672 1.694 0.047
H -1.514 2.007 -1.099
H -1.525 1.175 1.952
H 1.735 2.618 -1.070
H 2.231 2.814 1.770
H -1.571 -1.852 0.815
H -1.369 -3.722 -0.909
H -0.290 -3.313 -3.198
H 0.611 -0.941 -3.736
H 0.539 0.896 -2.078
H 0.101 -2.120 2.581
H 1.792 -1.774 1.366

Cartesian forces (eV/Å) of the 6 atoms listed first:
N -0.3 -0.5 0.0
P -1.4 -0.3 -1.9
B 1.5 2.3 -0.5
O -0.1 -1.4 1.0
O -0.2 -1.6 -1.1
C 0.2 -2.6 -1.9


(7)
DFT (wB97M-V/def2-TZVPD) results for a structure of composition C6H12Br2S at a distorted geometry.

Calculated values
- highest occupied orbital energy (alpha / beta) (eV) = -7.80 / -7.80
- spin multiplicity = 1
- net charge = 0
- orbital gap (alpha / beta) (eV) = 5.203 / 5.202

Atoms and positions in Å:
C 2.800 0.711 -1.180
C 1.292 0.662 -0.686
C 1.127 -0.424 0.341
C -0.264 -0.358 1.020
C -1.277 -0.785 -0.090
C -2.723 -0.886 0.313
S -3.356 -0.584 1.857
Br -2.686 2.473 -0.047
Br -3.972 -1.648 -0.837
H 3.168 -0.301 -1.329
H 3.082 1.077 -2.144
H 3.363 1.054 -0.340
H 0.647 0.286 -1.646
H 1.019 1.561 -0.283
H 1.425 -1.240 -0.264
H 1.795 -0.286 1.229
H -0.187 -0.913 1.872
H -0.578 0.714 1.385
H -1.328 0.099 -0.872
H -0.817 -1.779 -0.450
H -2.529 0.566 2.151

Cartesian forces (eV/Å) of the 6 atoms listed first:
C -1.3 -1.6 0.8
C 1.2 -2.6 -4.1
C 0.1 2.3 1.9
C -0.9 2.8 -3.0
C 0.2 0.8 0.0
C 0.2 -0.2 0.6


(8)
DFT (wB97M-V/def2-TZVPD) results for a cluster of 2 separate species, C6H12BrNO in total at a distorted geometry.

Calculated values
- highest occupied orbital energy (alpha / beta) (eV) = -7.29 / -7.65
- spin multiplicity = 1
- net charge = 0
- orbital gap (alpha / beta) (eV) = 7.649 / 8.286

Atoms and positions in Å:
C -0.273 -0.092 -0.740
C 2.465 -1.140 -1.445
C -2.458 1.698 0.688
C 0.761 -0.345 0.310
C 2.247 -0.275 -0.144
C -2.651 0.319 0.227
N -0.387 0.008 -1.936
O -3.164 -0.582 1.153
Br -3.585 0.196 -1.464
H 1.679 -0.914 -2.171
H 3.466 -0.868 -1.941
H 2.362 -2.194 -1.172
H -1.914 1.717 1.625
H -3.378 2.136 0.902
H -1.905 2.259 -0.102
H 0.653 0.490 1.007
H 0.491 -1.296 0.891
H 2.858 -0.502 0.735
H 2.428 0.781 -0.482
H -1.347 0.102 -2.165
H -3.742 0.037 1.603

Cartesian forces (eV/Å) of the 6 atoms listed first:
C -1.2 -0.5 2.5
C 1.2 0.7 0.6
C 1.7 0.2 -0.8
C -0.1 -0.2 0.7
C -0.9 0.4 -2.0
C 2.5 -2.1 -1.0